Formula: C35H42N4O7PPbS2
Source: the Open Molecules 2025 dataset
Level of theory: wB97M-V/def2-TZVPD

Output
molecular weight = 933.0 Da
maximum force = 1.02 eV/A
charge = -1
Kohn-Sham gap = 6.4 eV

```
92
Properties=species:S:1:pos:R:3:forces:R:3:mulliken_charge:R:1
Pb -0.887 0.921 0.518 0.8 -0.5 0.4 0.7119
N -4.798 2.508 -1.885 0.0 0.0 0.1 -0.5392
C -3.606 1.964 -1.422 0.1 -0.1 0.2 0.5409
S -3.607 1.502 0.262 -0.5 0.2 -0.3 -0.5958
N -2.673 1.879 -2.314 0.0 0.1 -0.3 -1.2488
N -1.419 1.444 -1.906 -0.4 -0.1 0.0 1.1755
C -0.690 1.044 -2.882 0.1 0.0 0.0 -1.2821
C 0.653 0.494 -2.808 0.0 0.0 0.1 1.1938
C 1.089 -0.253 -3.912 0.0 0.0 0.0 -0.6827
C 2.329 -0.855 -3.956 0.1 0.0 0.0 -0.7349
C 3.183 -0.699 -2.855 -0.1 0.0 -0.1 -0.5813
C 2.798 0.040 -1.761 0.0 0.0 0.0 -0.3529
C 1.520 0.670 -1.680 0.1 0.1 -0.2 0.0102
O 1.208 1.381 -0.657 -0.2 -0.2 0.1 -0.2811
H -5.600 2.264 -1.329 0.0 0.0 0.0 0.2221
H -4.922 2.452 -2.883 0.0 0.0 0.0 0.2608
H -1.147 1.073 -3.873 0.0 0.0 -0.1 0.1737
H 0.407 -0.374 -4.750 0.0 0.0 0.0 0.3359
H 2.629 -1.443 -4.814 0.0 0.0 0.0 0.4183
H 4.161 -1.172 -2.864 0.0 0.0 0.0 0.4254
H 3.451 0.149 -0.902 0.0 0.0 0.0 0.3751
C 2.205 -5.589 2.724 0.0 0.0 0.0 -0.6492
O 2.653 -4.734 3.753 0.0 -0.2 -0.1 -0.4930
C 2.262 -3.428 3.677 -0.1 0.2 0.0 1.0987
C 2.790 -2.580 4.670 0.0 0.0 0.1 -1.1411
C 2.451 -1.253 4.632 0.0 0.0 0.0 -0.3556
C 1.599 -0.686 3.662 0.1 0.1 0.0 -0.0392
C 1.350 0.755 3.680 0.2 -0.1 0.1 0.7621
C 2.276 1.639 4.524 -0.1 -0.1 0.0 -1.5722
O 0.460 1.323 3.061 0.0 0.1 0.0 -0.4169
C 1.037 -1.549 2.651 -0.2 0.1 -0.2 -1.0918
O 0.273 -1.177 1.710 0.1 0.0 0.1 0.1632
C 1.412 -2.940 2.722 0.0 0.0 0.0 0.1584
H 2.653 -6.560 2.917 0.0 0.0 0.0 0.2689
H 2.520 -5.232 1.739 0.0 0.0 0.0 0.2510
H 1.116 -5.688 2.724 0.0 0.0 0.0 0.2773
H 3.438 -2.990 5.434 0.0 0.0 0.0 0.4057
H 2.849 -0.619 5.415 0.0 0.1 0.0 0.3316
H 3.326 1.383 4.378 0.0 0.0 0.0 0.4085
H 2.035 1.534 5.586 0.1 0.0 0.0 0.4555
H 2.105 2.673 4.233 0.0 0.0 0.0 0.2508
H 0.967 -3.585 1.978 0.0 0.0 0.0 0.0969
N -1.407 -1.174 -0.752 0.1 -0.3 0.1 0.0780
S -1.175 -2.685 -0.353 -0.1 0.1 -0.6 0.5032
C -2.707 -3.561 -0.797 0.0 0.0 0.2 0.1530
C -2.757 -4.943 -0.949 0.1 0.0 0.0 -0.1708
C -3.977 -5.563 -1.169 0.0 0.0 0.0 -0.6835
C -5.145 -4.809 -1.213 0.0 0.1 0.0 -0.4261
C -5.090 -3.434 -1.038 0.0 -0.1 0.0 -0.6357
C -3.869 -2.804 -0.824 0.0 0.1 -0.1 -0.6459
C -0.076 -3.403 -1.594 0.0 0.0 0.1 0.1746
C -0.493 -3.727 -2.879 0.0 0.0 0.0 -0.1419
C 0.425 -4.232 -3.786 0.0 0.0 0.0 -0.7381
C 1.754 -4.400 -3.414 -0.1 0.0 0.0 -0.5768
C 2.172 -4.029 -2.145 0.0 0.0 0.0 -0.7093
C 1.259 -3.521 -1.233 0.0 0.0 0.1 -0.2959
H -1.623 -1.084 -1.743 0.0 0.1 0.1 0.0429
H -1.846 -5.529 -0.911 0.0 0.0 0.0 0.4414
H -4.020 -6.637 -1.305 0.0 0.0 0.0 0.3813
H -6.098 -5.299 -1.375 0.0 0.0 0.0 0.3681
H -5.998 -2.845 -1.060 0.0 0.0 0.0 0.4176
H -3.806 -1.729 -0.673 0.0 -0.1 0.0 0.3802
H -1.526 -3.589 -3.176 0.0 0.0 0.1 0.4867
H 0.101 -4.493 -4.786 0.0 0.0 0.0 0.3822
H 2.466 -4.803 -4.124 0.0 0.0 0.0 0.3854
H 3.214 -4.123 -1.865 0.0 0.0 0.0 0.4786
H 1.580 -3.190 -0.250 0.0 0.0 0.0 0.5310
C -0.607 4.982 3.983 0.0 0.0 -0.1 -0.7060
C -1.379 5.413 2.748 0.0 -0.1 0.1 -0.2904
O -0.525 5.465 1.604 0.1 -0.1 0.0 -0.4476
P -0.303 4.052 0.768 0.0 0.5 0.0 0.8912
O -1.150 4.317 -0.566 0.0 0.0 -0.1 -0.3447
C -0.855 5.338 -1.526 -0.1 0.0 0.0 -0.1543
C -2.112 5.575 -2.334 0.0 -0.1 0.1 -1.2777
O 1.180 4.392 0.214 0.0 0.1 -0.1 -0.4109
C 2.299 3.955 0.988 0.1 -0.1 0.0 0.3491
C 3.474 3.748 0.059 -0.1 0.0 0.0 -1.2418
H -1.252 5.019 4.866 0.0 0.0 0.0 0.4221
H 0.247 5.644 4.138 0.0 0.0 0.0 0.2711
H -0.241 3.959 3.855 0.0 0.0 0.0 -0.0527
H -1.785 6.417 2.874 0.0 0.0 0.0 0.3325
H -2.216 4.728 2.574 0.0 0.0 -0.1 0.2616
H -0.040 4.986 -2.160 0.1 0.0 0.0 0.2267
H -0.529 6.242 -1.010 0.0 0.0 0.0 0.3608
H -2.461 4.625 -2.742 0.0 0.0 0.0 0.2397
H -1.915 6.273 -3.152 0.0 0.0 0.0 0.3874
H -2.899 5.982 -1.697 0.0 0.0 0.0 0.3061
H 2.056 3.016 1.497 0.0 0.0 0.0 -0.2404
H 2.522 4.717 1.742 0.0 0.0 0.0 0.4324
H 3.192 3.021 -0.703 0.0 0.0 0.0 0.0690
H 4.331 3.369 0.620 0.0 0.0 0.0 0.3846
H 3.752 4.688 -0.424 0.0 0.0 0.0 0.3380
```
Positions in Å, forces in eV/Å.